Record 1
# C18H18BaIO

A molecular structure, C18H18BaIO in a non-equilibrium geometry (ωB97M-V with the def2-TZVPD basis set, the Open Molecules 2025 dataset).

Structure (XYZ):
```
39
Properties=species:S:1:pos:R:3
C 0.764 -1.682 3.485
C -0.666 -1.736 3.400
C -1.052 -2.291 2.151
H -1.389 -1.298 4.163
C 0.158 -2.591 1.415
C 1.293 -2.228 2.243
H 2.378 -2.120 1.886
H 1.367 -1.159 4.279
H -2.123 -2.279 1.711
H 0.223 -2.811 0.288
C -1.152 2.298 1.970
C -1.068 1.701 3.262
C 0.309 1.638 3.642
H -1.928 1.219 3.825
C 1.119 2.220 2.588
C 0.201 2.624 1.530
H 0.505 2.827 0.438
H -2.082 2.284 1.287
H 0.738 1.137 4.552
H 2.250 2.114 2.489
Ba 0.392 0.042 1.552
O -1.017 0.224 -0.381
C -1.179 -0.906 -1.244
C 0.067 -0.970 -2.001
H -1.439 -1.763 -0.680
H -1.959 -0.309 -1.617
H 0.799 -1.694 -1.651
H 0.979 -2.039 -4.205
C 0.763 -0.967 -4.308
C 0.243 -0.281 -3.143
C -0.045 1.131 -3.331
H -0.418 1.693 -2.461
C 0.159 1.755 -4.547
H -0.069 2.819 -4.642
C 0.646 1.042 -5.654
H 0.796 1.548 -6.608
C 0.939 -0.324 -5.521
H 1.319 -0.887 -6.377
I -0.821 0.020 6.214
```

Calculated values
* lowest unoccupied orbital energy (alpha / beta): -0.98 / -0.87 eV
* net charge: -1
* 2S+1: 1
* F_max: 6.18 eV Å⁻¹

---

Record 2
# C18H18BeF3IN2O4S2

A molecular structure, C18H18BeF3IN2O4S2 in a non-equilibrium geometry (ωB97M-V with the def2-TZVPD basis set, the Open Molecules 2025 dataset).

Structure (XYZ):
```
49
Properties=species:S:1:pos:R:3
C 4.475 -2.340 1.569
C 4.627 -0.755 1.125
S 5.134 -0.624 -0.674
C 3.678 -0.778 -1.841
C 2.301 -0.044 -1.340
C 2.145 1.552 -0.940
I 3.875 2.923 -1.028
C 0.712 2.211 -0.492
C -0.637 1.280 -0.443
C -0.568 -0.325 -0.812
C -1.973 -1.170 -0.739
C -2.574 -1.318 0.812
C -3.961 -2.220 0.650
S -4.704 -2.757 2.292
C 0.905 -0.961 -1.258
N 1.025 -2.445 -1.660
C 0.260 -2.727 -2.934
O 0.504 -3.910 -3.552
F -0.720 -1.834 -3.595
C 0.622 -3.358 -0.522
O -0.296 -4.354 -0.652
F 1.192 -3.160 0.830
C -1.909 2.238 -0.013
O -3.227 1.971 0.031
N -1.197 3.551 0.272
C -1.819 4.477 1.293
C -2.080 5.948 0.563
F -0.968 4.749 2.485
C 0.275 3.726 -0.044
O 0.954 4.875 0.009
H 5.378 -2.610 2.293
H 3.487 -2.569 2.153
H 4.625 -2.984 0.593
H 3.709 -0.084 1.428
H 5.547 -0.337 1.761
H 3.570 -1.910 -2.117
H 3.999 -0.227 -2.850
H -1.924 -2.253 -1.183
H -2.759 -0.576 -1.403
H -1.778 -1.803 1.521
H -2.883 -0.292 1.286
H -3.652 -3.209 0.058
H -4.773 -1.676 -0.033
H -3.787 -2.565 3.347
H -2.889 4.075 1.627
H -1.250 6.719 0.936
H -1.966 5.910 -0.609
H -3.135 6.364 0.909
Be -5.573 -4.397 0.892
```

Calculated values
* lowest unoccupied orbital energy: -11.91 eV
* net charge: +2
* 2S+1: 1
* F_max: 10.41 eV Å⁻¹

---

Record 3
# C18H18BrCeO

A molecular structure, C18H18BrCeO in a non-equilibrium geometry (ωB97M-V with the def2-TZVPD basis set, the Open Molecules 2025 dataset).

Structure (XYZ):
```
39
Properties=species:S:1:pos:R:3
C 0.452 -1.958 1.437
C -0.838 -2.427 1.008
C -0.739 -2.827 -0.351
H -1.711 -2.428 1.671
C 0.600 -2.607 -0.786
C 1.361 -2.077 0.317
H 2.434 -1.856 0.278
H 0.642 -1.531 2.424
H -1.490 -3.350 -0.970
H 1.030 -2.927 -1.749
C -0.923 2.738 0.249
C -0.623 2.109 1.495
C 0.768 1.704 1.497
H -1.338 1.958 2.311
C 1.331 2.144 0.236
C 0.275 2.775 -0.509
H 0.391 3.293 -1.479
H -1.875 3.181 -0.045
H 1.288 1.145 2.270
H 2.373 2.033 -0.066
Ce -0.406 -0.003 0.071
O -0.153 -0.188 -3.786
C -1.401 -0.811 -4.301
C -0.111 -0.947 -5.059
H -1.741 -1.670 -3.725
H -2.132 -0.081 -4.681
H 0.446 -1.875 -4.996
H 0.933 -1.903 -7.314
C 0.606 -0.882 -7.429
C 0.076 -0.226 -6.308
C -0.324 1.114 -6.409
H -0.704 1.633 -5.531
C -0.174 1.800 -7.618
H -0.456 2.865 -7.687
C 0.336 1.126 -8.738
H 0.437 1.658 -9.693
C 0.713 -0.229 -8.654
H 1.085 -0.761 -9.531
Br -1.668 -0.143 3.168
```

Calculated values
* lowest unoccupied orbital energy (alpha / beta): -0.53 / -0.51 eV
* 2S+1: 2
* F_max: 2.19 eV Å⁻¹
* <S²>: 0.75

---

Record 4
# C18H18Cl2N2O5S

C18H18Cl2N2O5S in the gas phase (ωB97M-V with the def2-TZVPD basis set, the Open Molecules 2025 dataset).

Structure (XYZ):
```
46
Properties=species:S:1:pos:R:3
C 0.154 2.192 -3.057
C -0.355 2.583 -1.675
H -0.975 3.486 -1.724
C 0.837 2.917 -0.756
O 1.177 4.068 -0.607
N 1.452 1.823 -0.254
C 2.475 1.777 0.696
C 3.172 2.906 1.117
C 4.168 2.780 2.068
C 4.488 1.548 2.613
C 3.786 0.431 2.187
C 2.787 0.529 1.236
H 2.250 -0.352 0.921
Cl 4.154 -1.119 2.854
H 5.264 1.450 3.355
H 4.705 3.658 2.392
H 2.925 3.869 0.704
H 1.064 0.909 -0.489
O -1.171 1.495 -1.207
C -1.510 1.469 0.073
O -1.205 2.301 0.886
C -2.301 0.204 0.408
N -1.506 -0.723 1.185
S -0.372 -1.583 0.306
O 0.313 -0.751 -0.654
O 0.432 -2.315 1.231
C -1.442 -2.698 -0.589
C -2.006 -3.758 0.095
C -2.854 -4.624 -0.571
C -3.123 -4.409 -1.918
C -2.552 -3.345 -2.604
C -1.703 -2.484 -1.929
H -1.231 -1.653 -2.430
H -2.769 -3.198 -3.650
Cl -4.179 -5.482 -2.750
H -3.302 -5.461 -0.059
H -1.764 -3.896 1.136
C -1.150 -0.317 2.530
H -0.719 0.686 2.561
H -0.420 -1.035 2.895
H -2.042 -0.349 3.156
H -2.602 -0.297 -0.514
H -3.182 0.477 0.995
H 0.725 1.270 -2.986
H 0.790 2.983 -3.445
H -0.683 2.039 -3.734
```

Calculated values
* lowest unoccupied orbital energy: -0.04 eV
* 2S+1: 1
* F_max: 1.00 eV Å⁻¹
* SMILES: C[C@@H](OC(=O)CN(C)S(=O)(=O)c1ccc(Cl)cc1)C(=O)Nc1cccc(Cl)c1

---

Record 5
# C18H18Cl2N6O3

C18H18Cl2N6O3 in the gas phase in a non-equilibrium geometry (ωB97M-V with the def2-TZVPD basis set, the Open Molecules 2025 dataset).

Structure (XYZ):
```
47
Properties=species:S:1:pos:R:3
C 3.934 0.316 0.653
C 2.900 0.995 -0.167
N 2.784 2.311 -0.184
N 1.755 2.607 -0.976
C 1.169 1.500 -1.483
C 1.898 0.428 -0.987
N 1.618 -0.921 -1.258
C 2.512 -1.896 -1.464
O 3.718 -1.797 -1.479
C 1.828 -3.268 -1.729
N 0.789 -3.541 -0.782
C 0.825 -4.369 0.288
C -0.401 -4.223 0.926
C -1.093 -3.262 0.159
N -0.342 -2.870 -0.867
N -2.378 -2.698 0.362
O -3.068 -3.181 1.235
O -2.693 -1.766 -0.346
Cl -0.924 -5.024 2.335
C 1.982 -5.221 0.642
H 2.883 -4.619 0.755
H 2.163 -5.972 -0.126
H 1.773 -5.726 1.580
H 2.591 -4.045 -1.689
H 1.391 -3.234 -2.731
H 0.633 -1.157 -1.344
C -0.019 1.543 -2.371
H -0.830 2.095 -1.897
H -0.366 0.536 -2.588
H 0.222 2.036 -3.314
C 1.355 3.974 -1.167
C 0.048 4.282 -0.476
C -0.952 4.996 -1.121
C -2.145 5.279 -0.479
C -2.339 4.833 0.818
C -1.353 4.115 1.476
C -0.163 3.846 0.826
H 0.613 3.291 1.332
H -1.516 3.773 2.486
Cl -3.828 5.179 1.625
H -2.920 5.836 -0.981
H -0.801 5.340 -2.134
H 2.156 4.584 -0.740
H 1.277 4.190 -2.237
H 3.462 -0.298 1.421
H 4.541 -0.336 0.028
H 4.561 1.064 1.128
```

Calculated values
* lowest unoccupied orbital energy: -0.52 eV
* 2S+1: 1
* F_max: 2.11 eV Å⁻¹
* SMILES: Cc1nn(Cc2ccc(Cl)cc2)c(C)c1NC(=O)Cn1nc([N+](=O)[O-])c(Cl)c1C

---

Record 6
# C18H18CoN5O5

A molecular structure, C18H18CoN5O5 (ωB97M-V with the def2-TZVPD basis set, the Open Molecules 2025 dataset).

Structure (XYZ):
```
47
Properties=species:S:1:pos:R:3
Co -0.159 0.428 0.183
O 3.965 -3.007 -1.974
C 4.357 -2.548 -0.802
O 5.406 -2.844 -0.293
C 3.419 -1.640 -0.067
C 3.680 -1.199 1.212
N 2.642 -0.435 1.591
N 1.719 -0.340 0.623
C 2.181 -1.055 -0.394
C 1.345 -1.077 -1.644
O 1.675 -1.802 -2.575
O 0.343 -0.282 -1.615
H 3.061 -2.681 -2.222
H 4.530 -1.390 1.846
H 2.509 0.031 2.472
C -4.027 1.978 1.431
C -3.045 1.189 0.619
O -1.822 1.357 0.779
N -3.537 0.309 -0.255
C -2.706 -0.557 -1.091
C -2.080 -1.668 -0.286
C -2.598 -2.950 -0.311
C -2.040 -3.928 0.495
C -0.991 -3.585 1.328
C -0.516 -2.287 1.293
N -1.028 -1.348 0.489
H -3.535 2.859 1.832
H -4.375 1.363 2.263
H -4.890 2.274 0.838
H -4.537 0.219 -0.317
H -1.935 0.029 -1.591
H -3.344 -0.974 -1.866
H -3.429 -3.178 -0.965
H -2.423 -4.940 0.477
H -0.529 -4.307 1.985
H 0.309 -1.986 1.920
C 1.541 4.719 -0.717
C 1.123 4.376 0.560
C 0.643 3.101 0.779
N 0.577 2.183 -0.192
C 0.983 2.511 -1.426
C 1.467 3.772 -1.724
H 1.919 5.711 -0.922
H 1.163 5.083 1.375
H 0.287 2.794 1.755
H 0.919 1.727 -2.167
H 1.784 3.996 -2.732
```

Calculated values
* lowest unoccupied orbital energy (alpha / beta): -2.91 / -2.88 eV
* net charge: +1
* 2S+1: 2
* F_max: 0.43 eV Å⁻¹
* <S²>: 0.81